No. 1
Below is 2 unconnected molecules or ions with the total composition C33H42N3, with properties calculated with ωB97M-V/def2-TZVPD.

For the energy above the lowest of the compared OMol25 structures with the same formula, charge and spin, the calculation gives 0.0 kJ/mol. The LUMO energy is -4.316 eV. The HOMO-LUMO gap is 0.17397 hartree.

```
! wB97M-V def2-TZVPD RIJCOSX def2/J DEFGRID3
* xyz 1 1
C 4.924 -4.126 0.620
C 4.222 -5.163 1.502
C 2.751 -5.295 1.105
N 2.027 -3.999 1.045
C 0.605 -4.024 1.049
C -0.104 -2.882 1.083
C -1.593 -2.794 0.950
C -2.304 -4.145 1.136
C -1.531 -5.273 0.446
C -0.094 -5.359 0.983
C 2.738 -2.902 0.329
C 4.212 -2.772 0.723
H 5.991 -4.040 0.874
H 4.889 -4.465 -0.423
H 4.729 -6.136 1.437
H 4.290 -4.857 2.553
H 2.672 -5.773 0.124
H 2.232 -5.946 1.817
H 0.423 -1.955 1.221
H -1.984 -2.058 1.666
H -1.832 -2.397 -0.046
H -2.388 -4.367 2.207
H -3.335 -4.098 0.758
H -2.049 -6.236 0.565
H -1.495 -5.083 -0.634
H 0.488 -6.048 0.358
H -0.102 -5.804 1.985
H 2.647 -3.093 -0.745
H 2.223 -1.954 0.513
H 4.279 -2.406 1.755
H 4.716 -2.018 0.102
C -2.663 -1.437 -5.087
N -2.253 -0.517 -4.027
C -2.575 -0.644 -2.699
C -2.027 0.421 -1.979
C -2.277 0.681 -0.606
C -1.648 1.680 0.193
C -0.282 2.014 0.052
C 0.282 3.054 0.749
C -0.514 3.812 1.643
N 0.052 4.853 2.386
C 1.500 5.144 2.330
C 2.095 4.807 0.964
C 1.739 3.369 0.559
C -0.736 5.605 3.388
C -2.206 5.715 2.990
C -2.786 4.331 2.663
C -1.885 3.494 1.798
C -2.413 2.427 1.115
C -1.349 1.260 -2.945
C -0.718 2.504 -2.847
C -0.177 3.072 -3.970
C -0.257 2.435 -5.210
C -0.918 1.236 -5.341
C -1.483 0.646 -4.204
H -2.283 -1.102 -6.052
H -2.269 -2.430 -4.873
H -3.751 -1.491 -5.135
H -3.181 -1.433 -2.292
H -3.110 0.154 -0.168
H 0.332 1.420 -0.601
H 1.669 6.197 2.582
H 1.987 4.547 3.108
H 1.703 5.506 0.214
H 3.185 4.951 0.967
H 2.331 2.661 1.152
H 2.021 3.186 -0.486
H -0.648 5.077 4.342
H -0.293 6.597 3.530
H -2.788 6.199 3.790
H -2.300 6.371 2.115
H -2.986 3.787 3.593
H -3.761 4.439 2.167
H -3.454 2.186 1.240
H -0.680 3.014 -1.904
H 0.317 4.025 -3.892
H 0.208 2.891 -6.070
H -0.992 0.754 -6.300
*
```

No. 2
Below is a molecular structure, FFeH6O3, with properties calculated with ωB97M-V/def2-TZVPD.

As for the expectation value of S²: 8.754. The LUMO energy (spin up / spin down) is -0.405 / -2.343 eV. The HOMO-LUMO gap (spin up / spin down) is 0.32311 / 0.30631 hartree.

```
! wB97M-V def2-TZVPD RIJCOSX def2/J DEFGRID3
* xyz 0 6
Fe -1.787 0.367 -2.540
F -0.598 0.103 -0.863
O -1.252 -2.542 0.351
H -0.868 -3.161 -0.271
H -1.099 -1.682 -0.041
O 0.316 1.261 1.870
H -0.106 0.721 1.202
H 1.079 0.752 2.144
O 1.719 1.530 -0.852
H 1.070 0.855 -1.049
H 1.525 1.795 0.047
*
```

No. 3
Below is 2 unconnected molecules or ions with the total composition C4H9O6P, with properties calculated with ωB97M-V/def2-TZVPD.

For the energy above the lowest of the compared OMol25 structures with the same formula, charge and spin, the calculation gives 828.0 kJ/mol. The LUMO energy is -0.487 eV. The HOMO-LUMO gap is 0.31425 hartree.

```
! wB97M-V def2-TZVPD RIJCOSX def2/J DEFGRID3
* xyz 0 1
C -3.466 -1.094 0.298
C -3.022 0.031 -0.125
C 3.369 0.590 0.142
C 2.140 0.516 -0.748
O 0.690 -1.024 1.301
O -0.956 -1.948 -0.443
O -2.212 2.147 0.105
O -0.972 -0.589 -0.631
O -2.999 1.188 -0.576
O 1.011 1.087 -0.113
P 0.027 0.233 0.874
H -2.809 -1.964 0.172
H -4.418 -1.235 0.780
H 3.560 1.620 0.439
H 3.205 -0.007 1.037
H 4.233 0.202 -0.392
H 1.933 -0.530 -1.006
H 2.282 1.084 -1.672
H -0.274 -2.033 0.290
H -1.323 1.726 0.269
*
```